P) 15
Properties=species:S:1:pos:R:3 method="wB97M-V/def2-TZVPD" lumo_ev=-4.352 multiplicity=1 homo_lumo_gap_ev=8.30 homo_energy_ev=-12.651 charge=+1
N 1.66946 1.19392 0.15717
C 2.03908 -0.05832 0.03049
C 1.14692 -1.11032 -0.10898
C -0.23763 -0.97660 -0.13593
N -0.84811 0.18878 -0.07480
C -2.45522 0.09921 -0.00786
O -3.10927 1.19503 -0.12622
O -3.01506 -1.01374 0.22839
H 0.67001 1.38337 0.14306
H 2.33574 1.94156 0.27119
H 3.10085 -0.27093 0.03800
H 1.54620 -2.10446 -0.20171
H -0.81310 -1.89247 -0.23769
H -2.56568 1.97886 -0.31488
H -3.98868 -0.97515 0.30831

Q) 15
Properties=species:S:1:pos:R:3 method="wB97M-V/def2-TZVPD" lumo_ev=-4.585 multiplicity=1 homo_lumo_gap_ev=8.46 homo_energy_ev=-13.043 charge=+1
C 3.05095 -0.37999 -0.00050
C 0.14914 0.56864 0.15539
C 1.97496 -0.82226 -0.84207
C -1.25266 0.43637 0.66606
N 0.61918 -0.40583 -0.60614
N 0.95157 1.58361 0.35014
O 3.85849 -0.35496 0.75989
O 2.19778 1.57756 -0.11671
H 2.22675 -0.52727 -1.82015
H 1.95958 -1.91053 -0.83910
H -1.80036 -0.21696 -0.08496
H -1.84656 1.35417 0.75105
H -1.32266 0.01643 1.63367
H -0.14051 -1.09235 -0.87045
H 0.76283 2.49397 0.75612

Energy relative to the most stable one, in kJ/mol: P) 0.0; Q) 252.4

P) 20
Properties=species:S:1:pos:R:3 method="wB97M-V/def2-TZVPD" lumo_ev=0.948 multiplicity=1 homo_lumo_gap_ev=10.24 homo_energy_ev=-9.290 smiles=CCC.NCN charge=0
C 2.02396 3.88991 -0.04695
C 3.01032 3.05147 -0.89610
C 2.29859 1.78803 -1.39982
H 1.02028 3.92152 -0.46857
H 2.33103 4.93942 -0.04480
H 1.98908 3.50385 0.96883
H 3.84751 2.81068 -0.24550
H 3.33503 3.65656 -1.73945
H 3.01941 1.19763 -1.99057
H 1.91617 1.12945 -0.62825
H 1.60184 2.02102 -2.20706
N -3.48735 -2.55456 0.73780
C -2.43710 -3.55979 0.82039
N -2.79914 -4.72883 1.58908
H -3.11047 -1.64813 0.47780
H -4.24535 -2.74675 0.11058
H -2.13168 -3.88557 -0.18131
H -1.57466 -3.13813 1.32789
H -2.97459 -4.43619 2.53522
H -3.63288 -5.21160 1.28080

Q) 20
Properties=species:S:1:pos:R:3 method="wB97M-V/def2-TZVPD" lumo_ev=0.829 multiplicity=1 homo_lumo_gap_ev=9.78 homo_energy_ev=-8.951 smiles=CCC.NCN charge=0
C 2.27474 -2.17153 -0.73061
C 3.43908 -1.35106 -1.27368
C 3.61888 -0.32379 -0.22435
H 1.92002 -2.88950 -1.62380
H 1.35917 -1.62095 -0.46820
H 2.71032 -2.73554 0.10380
H 3.32308 -0.95043 -2.42689
H 4.44009 -1.66837 -1.35939
H 4.60586 0.14804 -0.44874
H 2.78069 0.33694 -0.10205
H 3.66900 -0.72626 0.82265
N -4.40309 2.33066 1.70274
C -3.87061 1.17976 1.17655
N -3.20311 1.31624 -0.10477
H -5.17517 2.52731 1.04465
H -3.75193 3.13531 1.84923
H -3.30853 0.73269 2.04563
H -4.70857 0.45122 1.13498
H -2.12567 1.36471 -0.16996
H -3.59424 0.91457 -0.94780

R) 20
Properties=species:S:1:pos:R:3 method="wB97M-V/def2-TZVPD" lumo_ev=1.011 multiplicity=1 homo_lumo_gap_ev=9.78 homo_energy_ev=-8.771 smiles=CCN.CCN charge=0
C -3.46350 1.73790 0.66138
C -2.93221 0.78203 -0.42707
N -2.24223 -0.32618 0.27160
H -2.70307 2.15727 1.28961
H -3.92679 2.59309 0.37981
H -4.14966 1.12718 1.40395
H -3.74744 0.23112 -0.90313
H -2.36388 1.28529 -1.20372
H -1.63952 -0.73028 -0.34674
H -1.75422 -0.04120 1.20481
C 1.98943 -0.26448 -0.04707
C 3.13376 -1.35807 0.24102
N 4.04438 -1.41633 -0.82326
H 2.30783 0.73917 -0.14382
H 1.78671 -0.63859 -1.07340
H 1.04788 -0.28543 0.53087
H 3.70821 -0.81318 1.08851
H 2.71670 -2.25021 0.74757
H 4.01746 -2.09373 -1.58319
H 4.17014 -0.43539 -1.26773

Energy relative to the most stable one, in kJ/mol: P) 0.0; Q) 161.2; R) 148.2

P) 20
Properties=species:S:1:pos:R:3 method="wB97M-V/def2-TZVPD" lumo_ev=1.190 multiplicity=1 homo_lumo_gap_ev=10.44 homo_energy_ev=-9.252 smiles=CCN.CCN charge=0
C 5.26374 3.17262 -1.41032
C 5.45009 2.33235 -0.05026
N 5.16922 0.80989 -0.35604
H 4.55708 4.01684 -1.13573
H 4.62660 2.49328 -2.01107
H 6.26594 3.31333 -1.94254
H 4.75074 2.80843 0.65649
H 6.42535 2.33977 0.43869
H 4.45258 0.40695 0.34731
H 4.62687 0.58883 -1.23267
C -4.71233 -2.83253 -0.11025
C -4.94890 -2.26009 1.16238
N -6.17975 -1.48754 1.01114
H -5.65550 -3.13122 -0.62355
H -4.00938 -3.68858 -0.00477
H -4.05880 -2.40130 -0.91384
H -4.15105 -1.65492 1.66024
H -5.14045 -3.00024 1.97535
H -6.06047 -0.49423 0.66255
H -6.67160 -1.33165 1.87690

Q) 20
Properties=species:S:1:pos:R:3 method="wB97M-V/def2-TZVPD" lumo_ev=1.078 multiplicity=1 homo_lumo_gap_ev=9.69 homo_energy_ev=-8.616 smiles=CNC.CNC charge=0
C 1.79806 0.70152 1.52640
N 2.47649 -0.56987 1.42707
C 3.77698 -0.48568 0.80393
H 1.68088 1.07268 0.50133
H 2.37169 1.50158 2.02847
H 0.81903 0.64138 1.99276
H 2.46207 -1.05987 2.30843
H 3.67348 -0.50988 -0.28574
H 4.33990 0.42843 1.00772
H 4.35213 -1.34110 1.07352
C -3.51696 0.51051 -2.06683
N -3.17014 -0.58987 -1.17061
C -1.86311 -0.49503 -0.53074
H -3.27247 0.24094 -3.09683
H -2.98106 1.43189 -1.81674
H -4.59199 0.66661 -2.06656
H -3.87213 -0.67881 -0.44942
H -1.61823 -1.48003 -0.13065
H -1.11245 -0.26581 -1.29719
H -1.75216 0.28040 0.24167

Energy relative to the most stable one, in kJ/mol: P) 92.9; Q) 0.0

P) 16
Properties=species:S:1:pos:R:3 method="wB97M-V/def2-TZVPD" lumo_ev=0.809 multiplicity=1 homo_lumo_gap_ev=10.01 homo_energy_ev=-9.200 smiles=O[C@@H]1[C@@H]2NC[C@H](F)[C@H]12 charge=0
O -1.56612 -1.24534 -0.97618
C -1.56133 -0.46324 0.19451
C -0.83499 0.82100 0.21031
N 0.06226 0.92747 -0.93980
C 1.35603 0.49266 -0.46601
C 1.02972 -0.74483 0.44806
F 0.98160 -1.82489 -0.37866
C -0.27973 -0.33184 1.00844
H -0.94884 -0.78053 -1.56781
H -2.43650 -0.53270 0.82888
H -1.20644 1.74087 0.65413
H 0.14258 1.87800 -1.24685
H 2.03537 0.15828 -1.24197
H 1.77490 1.26765 0.20018
H 1.84275 -0.94488 1.18341
H -0.39124 -0.41768 2.08936

Q) 16
Properties=species:S:1:pos:R:3 method="wB97M-V/def2-TZVPD" lumo_ev=0.671 multiplicity=1 homo_lumo_gap_ev=10.59 homo_energy_ev=-9.916 smiles="O=C[C@]1(F)CCNC1" charge=0
O -1.60630 1.02751 1.80075
C -1.66853 -0.05766 1.31404
C -0.63902 -0.41064 0.25568
F -0.70550 -1.73006 -0.10498
C 0.87415 -0.27880 0.81041
C 1.44045 0.52186 -0.45424
N 0.62934 -0.01887 -1.73430
C -0.63228 0.28666 -1.02712
H -2.52900 -0.76266 1.48286
H 0.85814 0.29222 1.81844
H 1.36614 -1.30386 0.85537
H 1.15391 1.75725 -0.24861
H 2.69116 0.40841 -0.53916
H 0.92963 -1.03808 -1.75317
H -0.70479 1.37191 -0.88575
H -1.45751 -0.06519 -1.59022

Energy relative to the most stable one, in kJ/mol: P) 0.0; Q) 101.4

P) 18
Properties=species:S:1:pos:R:3 method="wB97M-V/def2-TZVPD" lumo_ev=0.977 multiplicity=1 homo_lumo_gap_ev=9.87 homo_energy_ev=-8.895 smiles="[H]/N=C(/N)NCCC" charge=0
H -2.75094 1.07963 -0.82436
N -2.31886 0.88594 -1.72078
C -1.28485 0.15104 -1.62605
N -0.58706 -0.20954 -2.76743
N -0.70953 -0.31026 -0.41776
C 0.67950 0.03282 -0.13194
C 1.11870 -0.58074 1.19289
C 0.94399 0.32179 2.42916
H 0.05010 -0.97889 -2.62705
H -1.20624 -0.32333 -3.55639
H -1.36412 -0.09751 0.32264
H 0.78679 1.12293 -0.08908
H 1.31359 -0.34894 -0.92509
H 0.51623 -1.47814 1.35059
H 2.16068 -0.87961 1.13887
H 0.06460 0.96857 2.33728
H 1.81400 0.94335 2.60692
H 0.77342 -0.29910 3.30758

Q) 18
Properties=species:S:1:pos:R:3 method="wB97M-V/def2-TZVPD" lumo_ev=0.909 multiplicity=1 homo_lumo_gap_ev=9.74 homo_energy_ev=-8.833 charge=0
H 1.95381 2.87752 -2.06681
N 1.19268 2.38562 -2.65038
C 0.62423 1.35871 -2.03447
N 0.91393 1.11295 -0.70683
C -0.22095 0.44084 -0.00115
C 0.05207 -0.59228 1.16555
C -1.18090 -1.34776 1.67644
N -1.00320 -2.80651 1.90072
H -0.26682 0.68405 -2.52685
H 1.47343 1.82707 -0.18824
H -0.47415 -0.28216 -0.73335
H -1.04860 1.06610 0.38062
H 0.62813 -1.46775 0.66912
H 0.59203 -0.00716 1.98513
H -1.41584 -0.97944 2.72389
H -2.04804 -1.11526 1.01212
H -1.50956 -3.13767 2.84525
H -1.25495 -3.46678 1.25630

Energy relative to the most stable one, in kJ/mol: P) 0.0; Q) 236.3